A structure of composition C43H60Cl2N2O4P2SiTb in a non-equilibrium geometry. Source: the OMol25 dataset; level of theory: ωB97M-V with the def2-TZVPD basis set.

Each line ends with the Mulliken spin population.
Positions of all 115 atoms, in Å:
Tb 0.80416 -0.84622 0.82332  5.95
C -5.22882 -5.03878 -0.09925  0.00
C -4.52424 -3.94700 -0.91656  0.00
C -5.44391 -3.58594 -2.13165  0.00
P -3.80895 -2.46600 -0.04396  0.00
C -5.02027 -1.71015 1.14610  0.00
C -6.48726 -2.14471 0.85758  0.00
C -4.91514 -0.23585 0.82011  0.00
C -2.50036 -3.24782 1.06543  -0.01
C -3.07896 -3.99886 2.15267  0.00
C -2.21986 -4.51946 3.03710  0.00
C -0.83821 -4.69919 2.69833  0.00
C -0.34421 -4.13923 1.50717  -0.02
C -1.15880 -3.22414 0.75602  0.04
N -0.71894 -2.44258 -0.27511  0.02
C -0.64759 -2.89021 -1.59185  -0.01
C -0.82025 -4.25794 -1.87877  0.00
C -1.00616 -4.76621 -3.13874  0.00
C -0.82629 -3.89082 -4.23407  0.00
C -0.32327 -2.61210 -3.99018  0.00
C -0.24734 -2.05075 -2.65732  0.01
P 0.24210 -0.33655 -2.40077  0.01
C -0.92578 0.66144 -3.40001  -0.01
C -0.52090 2.21133 -3.57538  0.00
C -2.30958 0.60763 -2.73154  0.00
C 1.89963 -0.07434 -3.38255  0.00
C 1.86720 -0.00510 -4.90858  0.00
C 2.91957 -1.18843 -2.86791  0.00
H -5.24547 -5.91318 -0.78406  0.00
H -6.29408 -4.75836 0.19696  0.00
H -4.65744 -5.36836 0.74034  0.00
H -3.60611 -4.33436 -1.37499  0.00
H -6.38644 -4.16375 -2.09284  0.00
H -4.92460 -3.92651 -3.03492  0.00
H -5.76111 -2.57004 -2.26326  0.00
H -4.70181 -1.90106 2.19306  0.00
H -6.66796 -2.06151 -0.20904  0.00
H -7.20129 -1.44087 1.42853  0.00
H -6.77555 -3.17762 1.16973  0.00
H -4.86580 -0.04472 -0.27880  0.00
H -3.97748 0.25076 1.17080  0.00
H -5.71309 0.43635 1.24935  0.00
H -4.16118 -4.04523 2.30807  0.00
H -2.54544 -4.86622 4.00180  0.00
H -0.09673 -5.18684 3.35313  0.00
H 0.63920 -4.40375 1.11736  0.00
H -0.76500 -4.97713 -1.07071  0.00
H -1.22727 -5.81155 -3.27347  0.00
H -1.06682 -4.19448 -5.23685  0.00
H 0.02897 -2.00922 -4.79811  0.00
H -0.86024 0.16455 -4.37361  0.00
H -1.01473 2.65622 -2.73546  0.00
H -0.85433 2.72520 -4.55639  0.00
H 0.51131 2.34938 -3.51905  0.00
H -2.92821 -0.18248 -3.16973  0.00
H -2.82530 1.55961 -2.79133  0.00
H -2.16842 0.37049 -1.68220  0.00
H 2.17052 0.97657 -3.08311  0.00
H 1.50661 0.99589 -5.31662  0.00
H 1.32608 -0.93173 -5.38480  0.00
H 2.88721 -0.11035 -5.31168  0.00
H 2.94825 -2.09409 -3.41297  0.00
H 2.70220 -1.38522 -1.81138  0.01
H 3.96893 -0.70269 -2.87870  0.00
O -1.16028 1.31585 3.69669  0.00
Cl -1.22756 0.08881 3.00172  0.00
O -2.24958 -0.77857 3.45116  0.00
O -1.35731 0.28007 1.50492  0.00
O 0.18727 -0.65854 3.08231  0.02
C 2.20865 1.25188 0.27915  -0.01
Si 2.50102 3.02243 0.85406  0.00
C 3.70485 3.08743 2.28795  0.00
N 3.79144 1.95336 3.22203  0.00
C 4.50651 0.79034 2.69031  0.00
C 4.87308 -0.18181 3.82967  0.00
C 5.24980 0.47182 5.16198  0.00
C 4.09178 1.41249 5.65130  0.00
C 3.07613 1.83827 4.49268  0.00
C 0.90766 4.07761 1.19519  0.00
C 0.94875 5.29702 1.91608  0.00
C -0.18648 6.12839 2.04234  0.00
C -1.39554 5.65324 1.54916  0.00
C -1.44222 4.51462 0.74811  0.00
C -0.29271 3.68864 0.60348  0.00
C 3.26147 4.12648 -0.43627  0.00
C 4.54005 3.75398 -0.89716  0.00
C 4.95421 3.97094 -2.20966  0.00
C 4.07128 4.55353 -3.14013  0.00
C 2.80793 4.98049 -2.70457  0.00
C 2.44155 4.79406 -1.37361  0.00
H 3.29341 1.09178 0.04488  0.00
H 1.73052 1.26851 -0.69933  0.01
H 3.51750 4.00537 2.88714  0.00
H 4.73421 3.14018 1.82759  0.00
H 5.43063 1.13429 2.17165  0.00
H 3.79373 0.27106 2.00441  0.00
H 5.74542 -0.71950 3.39332  0.00
H 4.02594 -0.89999 3.85239  0.00
H 6.16328 1.05402 5.04747  0.00
H 5.59872 -0.24954 5.87866  0.00
H 4.52284 2.36440 6.04960  0.00
H 3.47734 0.88176 6.41875  0.00
H 2.52327 2.79884 4.69683  0.00
H 2.36231 1.03502 4.39434  0.00
H 1.91879 5.58034 2.37840  0.00
H 0.00761 7.09075 2.58010  0.00
H -2.28667 6.23324 1.60892  0.00
H -2.29645 4.26691 0.11587  0.00
H -0.45086 2.70647 0.10377  0.00
H 5.26445 3.18153 -0.26394  0.00
H 6.04974 3.83215 -2.45436  0.00
H 4.29804 4.78201 -4.18266  0.00
H 2.12360 5.59102 -3.32322  0.00
H 1.49033 5.24168 -1.05730  0.00
Cl 2.93562 -2.20091 0.90310  0.00

## Properties
E_tot, eV: -130664.4356
<S²>: 12.682
Net charge: -1
Multiplicity: 7
Maximum force, eV/Å: 3.83
Kohn-Sham gap (alpha / beta), eV: 7.02 / 7.02

A structure of composition C43H60Ge2InN4O4S2Si2Te. Source: the OMol25 dataset; level of theory: ωB97M-V with the def2-TZVPD basis set.

Each line ends with the Löwdin charge.
Positions of all 119 atoms, in Å:
In -1.05093 -0.43688 0.04678  0.53
O -3.36811 3.06247 1.39138  0.10
C -2.64259 2.09160 1.39041  -0.51
N -2.73526 0.96210 0.66750  0.06
C -3.74174 0.87502 -0.27457  -0.45
O -4.35790 1.77551 -0.78124  0.14
C -4.03388 -0.56351 -0.64381  -0.18
C -5.23241 -0.89172 -1.25219  0.03
C -5.49896 -2.22894 -1.50987  -0.01
C -4.55358 -3.17928 -1.16767  -0.02
C -3.36456 -2.75702 -0.59663  -0.15
N -3.11810 -1.48324 -0.32713  0.03
C -1.55144 2.11105 2.43208  -0.17
C -1.71737 1.48876 3.65725  0.02
C -0.77541 1.69454 4.64903  -0.01
C 0.33970 2.47402 4.36768  -0.01
C 0.44430 3.04284 3.11682  -0.10
N -0.49868 2.88314 2.17916  0.02
H -5.92267 -0.10145 -1.50159  0.13
H -6.42641 -2.52160 -1.97752  0.12
H -4.71253 -4.22851 -1.36231  0.12
H -2.57187 -3.45849 -0.36742  0.06
H -2.59548 0.88500 3.82492  0.13
H -0.90626 1.25777 5.62693  0.12
H 1.11569 2.64026 5.09907  0.12
H 1.29126 3.65109 2.83879  0.12
C 2.78914 0.22041 -2.34327  -0.15
C 2.39923 -0.48942 -1.05336  -0.37
Ge 1.38043 0.56083 0.29693  0.78
C 2.15375 0.00126 2.05376  -0.39
C 3.46348 0.69491 2.39603  -0.17
C 1.95219 2.41746 0.01223  -0.23
C 1.46988 3.65650 0.05709  -0.32
Ge -0.34816 4.20454 0.62213  1.09
C -1.90978 4.24150 -0.57280  -0.37
C -1.61421 4.88660 -1.91840  -0.20
C -0.27435 5.82157 1.75650  -0.31
C -0.68781 7.10798 1.05152  -0.15
C 2.39161 4.80174 -0.18012  -0.27
C 3.64710 4.83337 0.42746  -0.04
C 4.51312 5.89142 0.21096  -0.07
C 4.13902 6.93967 -0.61418  -0.08
C 2.89202 6.92264 -1.22035  -0.07
C 2.02532 5.86581 -0.99574  -0.06
H 3.34555 -0.45314 -2.99534  0.08
H 3.41958 1.08904 -2.15360  0.06
H 1.91805 0.56922 -2.89102  0.05
H 3.29850 -0.83085 -0.53024  0.07
H 1.82526 -1.39103 -1.29614  0.00
H 2.31405 -1.07983 1.97976  0.04
H 1.42746 0.15677 2.84844  0.03
H 4.19752 0.57093 1.60235  0.07
H 3.90381 0.29639 3.31159  0.07
H 3.31864 1.76398 2.53533  0.05
H 3.01155 2.35991 -0.24825  0.07
H -2.66285 4.80819 -0.01602  0.08
H -2.31754 3.23685 -0.70581  -0.02
H -1.33083 5.93383 -1.81810  0.06
H -2.51190 4.85279 -2.53180  0.09
H -0.83050 4.35824 -2.45787  0.00
H 0.73221 5.92235 2.16393  0.07
H -0.95083 5.62828 2.59400  0.07
H 0.01879 7.37892 0.26943  0.06
H -0.72542 7.93419 1.75915  0.08
H -1.67523 7.01918 0.60412  0.07
H 3.94116 4.02557 1.08220  0.11
H 5.48081 5.90083 0.69325  0.11
H 4.81432 7.76482 -0.78356  0.11
H 2.59554 7.73069 -1.87296  0.11
H 1.06807 5.85213 -1.49260  0.09
C 1.72305 -6.56307 0.74871  -0.18
Si 1.32534 -5.89440 -0.96640  0.42
C 2.75652 -4.87405 -1.61449  -0.17
C 0.86476 -7.30013 -2.11779  -0.17
C -0.17560 -4.73919 -0.88950  -0.53
Te 0.11597 -3.20968 0.57640  1.31
C -0.97565 -4.32295 2.05081  -0.53
Si -0.53010 -3.91989 3.83875  0.41
C -1.48956 -5.05610 4.97882  -0.17
C -1.06563 -2.13385 4.08929  -0.18
C 1.31457 -4.09534 4.12325  -0.17
H 2.60929 -7.19079 0.70359  0.04
H 0.91662 -7.17278 1.14781  0.03
H 1.93157 -5.75986 1.45804  0.01
H 3.66157 -5.46797 -1.69858  0.03
H 2.97128 -4.04018 -0.94537  0.02
H 2.52910 -4.45826 -2.59034  0.03
H 1.71158 -7.95443 -2.29078  0.03
H 0.52840 -6.93238 -3.08206  0.03
H 0.06537 -7.90121 -1.69139  0.03
H -1.11552 -5.22850 -0.63948  0.02
H -0.29172 -4.24489 -1.85198  -0.03
H -0.74692 -5.35595 1.80191  0.01
H -2.03923 -4.15949 1.88126  0.01
H -2.56161 -4.98516 4.81749  0.03
H -1.29374 -4.79667 6.01526  0.03
H -1.20095 -6.09394 4.84316  0.03
H -2.05543 -1.96497 3.67101  0.04
H -0.37296 -1.45227 3.60286  0.01
H -1.10113 -1.87265 5.14272  0.04
H 1.64464 -5.12176 3.99469  0.03
H 1.56344 -3.79865 5.13872  0.04
H 1.89211 -3.47079 3.44562  0.01
O 0.40419 -2.66510 -2.86985  -0.31
S -0.87010 -2.04045 -3.12386  0.66
O -2.04115 -2.85498 -2.94840  -0.27
N -0.98412 -0.68860 -2.18862  -0.21
C -0.87481 0.43954 -2.88765  -0.78
S -0.84606 1.92375 -2.17474  0.85
C -0.81203 0.20082 -4.34707  -0.22
C -0.75272 1.13731 -5.36872  0.00
C -0.72535 0.67247 -6.67470  -0.04
C -0.75973 -0.69113 -6.95377  -0.04
C -0.81839 -1.63209 -5.93124  -0.02
C -0.84462 -1.15020 -4.64197  -0.21
H -0.73443 2.19274 -5.13632  0.11
H -0.68142 1.37786 -7.48977  0.11
H -0.74470 -1.02392 -7.98018  0.11
H -0.84655 -2.68741 -6.13770  0.12

## Properties
E_tot, eV: -222637.4639
Net charge: +1
Maximum force, eV/Å: 0.63
Kohn-Sham gap, eV: 7.35